Below is the ion C6H18NOSi with charge +1 at a distorted geometry, with properties calculated with ωB97M-V with the def2-TZVPD basis set.

Results
energy above the lowest of the compared OMol25 structures with the same formula, charge and spin	70.71	kcal/mol
E_tot	-17922.2094	eV
SMILES string	CC[C@@]([NH3+])(O)[Si](C)(C)C

Structure (ORCA input):
```
! RIJCOSX wB97M-V def2-TZVPD def2/J DEFGRID3
* xyz 1 1
C 2.212 -1.487 -0.231
C 1.897 -0.116 0.504
C 0.794 0.704 -0.211
N 0.789 2.094 0.502
O 0.934 0.994 -1.455
Si -0.984 -0.148 -0.079
C -1.149 -1.029 1.640
C -1.364 -1.273 -1.578
C -2.317 1.189 -0.175
H 1.615 -2.334 0.153
H 1.972 -1.218 -1.293
H 3.188 -1.809 -0.310
H 2.742 0.515 0.762
H 1.338 -0.246 1.429
H 1.708 2.555 0.370
H 0.440 2.141 1.491
H 0.099 2.636 0.140
H 1.776 0.811 -1.873
H -1.128 -0.220 2.389
H -1.999 -1.699 1.825
H -0.217 -1.617 1.731
H -1.667 -0.904 -2.513
H -0.649 -2.089 -1.655
H -2.235 -1.682 -1.147
H -2.372 1.658 -1.086
H -3.266 0.620 0.041
H -2.156 1.954 0.629
*
```

Below is the molecule C5H10O2 at a distorted geometry, with properties calculated with ωB97M-V with the def2-TZVPD basis set.

Results
energy above the lowest of the compared OMol25 structures with the same formula, charge and spin	62.40	kcal/mol
E_tot	-9440.3370	eV
SMILES string	C=CO[C@H](C)OC

Structure (ORCA input):
```
! RIJCOSX wB97M-V def2-TZVPD def2/J DEFGRID3
* xyz 0 1
C 2.175 0.484 -1.216
C 1.094 -0.269 -1.025
O -0.160 0.257 -0.993
C -1.031 -0.252 0.011
C -2.421 0.270 -0.293
O -0.632 0.213 1.261
C 0.703 -0.146 1.604
H 3.154 0.026 -1.278
H 2.085 1.565 -1.266
H 1.148 -1.340 -0.805
H -1.003 -1.361 -0.023
H -2.392 1.362 -0.319
H -2.764 -0.097 -1.265
H -3.133 -0.045 0.476
H 1.450 0.134 0.831
H 0.967 0.428 2.486
H 0.759 -1.228 1.813
*
```

Below is the molecule C4H3N3O at a distorted geometry, with properties calculated with ωB97M-V with the def2-TZVPD basis set.

Results
energy above the lowest of the compared OMol25 structures with the same formula, charge and spin	88.38	kcal/mol
E_tot	-10709.8183	eV
SMILES string	O=c1cnnccn1

Structure (ORCA input):
```
! RIJCOSX wB97M-V def2-TZVPD def2/J DEFGRID3
* xyz 0 1
O -1.934 1.317 0.540
C -0.775 1.076 0.142
C 0.214 0.918 1.177
N 0.911 -0.156 1.425
N 0.363 -1.269 0.834
C -0.085 -1.410 -0.406
C 0.190 -0.205 -1.394
N -0.036 1.034 -1.079
H 0.732 1.602 1.761
H -0.506 -2.473 -0.650
H 0.925 -0.434 -2.351
*
```

Below is a cluster of 2 separate species, C6H14N2O2 in total at a distorted geometry, with properties calculated with ωB97M-V with the def2-TZVPD basis set.

Results
energy above the lowest of the compared OMol25 structures with the same formula, charge and spin	46.88	kcal/mol
E_tot	-13523.5913	eV
SMILES string	CNC(C)=O.CNC(C)=O

Structure (ORCA input):
```
! RIJCOSX wB97M-V def2-TZVPD def2/J DEFGRID3
* xyz 0 1
C 2.612 1.184 -1.177
N 1.422 1.094 -2.023
C 0.696 -0.095 -1.738
C -0.706 -0.038 -2.160
O 1.354 -1.046 -1.382
H 3.194 2.006 -1.599
H 2.376 1.397 -0.136
H 3.295 0.340 -1.299
H 0.927 1.964 -2.150
H -1.102 -1.042 -2.421
H -1.479 0.537 -1.725
H -0.802 0.306 -3.222
C 0.337 0.800 1.722
N -0.325 -0.487 1.896
C -1.709 -0.494 1.835
C -2.248 -1.892 1.690
O -2.435 0.445 1.605
H 1.174 1.102 2.417
H 0.817 0.791 0.755
H -0.396 1.524 2.057
H 0.130 -1.365 2.056
H -3.150 -1.906 1.064
H -1.604 -2.710 1.304
H -2.379 -2.417 2.634
*
```

Below is the molecule C12H7N5O6 at a distorted geometry, with properties calculated with ωB97M-V with the def2-TZVPD basis set.

Results
energy above the lowest of the compared OMol25 structures with the same formula, charge and spin	0.00	kcal/mol
E_tot	-32279.5624	eV
SMILES string	O=C1C=CC(=Nc2c([N+](=O)[O-])cc([N+](=O)[O-])c3c2NON3)C=C1

Structure (ORCA input):
```
! RIJCOSX wB97M-V def2-TZVPD def2/J DEFGRID3
* xyz 0 1
O -0.844 3.888 -3.985
C -0.333 3.044 -3.190
C -0.900 1.815 -3.028
C -0.365 0.820 -2.165
C 0.813 1.109 -1.464
N 1.389 0.144 -0.684
C 0.853 -0.424 0.360
C 1.421 -1.734 0.853
N 2.732 -2.118 0.495
O 3.588 -1.226 0.276
O 2.974 -3.329 0.406
C 0.673 -2.606 1.669
C -0.697 -2.242 2.098
N -1.497 -3.156 2.871
O -1.128 -4.323 2.872
O -2.506 -2.732 3.435
C -1.193 -0.978 1.728
C -0.424 -0.014 0.942
N -1.042 1.132 0.918
O -2.299 1.109 1.578
N -2.332 -0.249 2.099
C 1.434 2.399 -1.642
C 0.871 3.334 -2.493
H -1.821 1.668 -3.579
H -0.804 -0.201 -2.063
H 1.077 -3.580 1.992
H -0.641 1.994 0.551
H -2.709 -0.470 3.022
H 2.381 2.634 -1.148
H 1.330 4.291 -2.725
*
```

Below is the molecule CH5NS2 at a distorted geometry, with properties calculated with ωB97M-V with the def2-TZVPD basis set.

Results
energy above the lowest of the compared OMol25 structures with the same formula, charge and spin	23.29	kcal/mol
E_tot	-24277.3255	eV
SMILES string	NSCS

Structure (ORCA input):
```
! RIJCOSX wB97M-V def2-TZVPD def2/J DEFGRID3
* xyz 0 1
N 1.580 -1.226 0.593
S 0.071 -1.619 -0.269
C -0.994 0.122 -0.428
S 0.000 1.590 -0.505
H 1.384 -1.038 1.590
H 1.950 -0.399 0.209
H -1.489 0.301 0.539
H -1.506 -0.217 -1.351
H -0.997 2.487 -0.379
*
```